No. 1
Formula: C17H25GeN7OReSSe
Source: the Open Molecules 2025 dataset
Level of theory: ωB97M-V/def2-TZVPD

Each line ends with the Löwdin spin population.
Geometry (Å):
Re  -0.4811  -0.4792  0.0906  0.966
C  1.0472  -0.3748  4.1375  -0.005
C  0.8105  -0.2945  2.6751  -0.031
N  -0.3824  -0.4867  2.1160  -0.003
N  -1.3938  -0.8470  2.8962  -0.015
C  -2.4963  -1.2404  2.3115  0.013
N  -3.5348  -1.6416  3.0224  0.006
S  -2.6469  -1.2907  0.5450  0.033
C  1.8645  -0.0905  1.7231  -0.018
C  3.2238  0.1918  2.1186  -0.001
C  4.1893  0.3755  1.2079  -0.013
C  3.9129  0.2126  -0.2407  0.003
C  2.5463  1.2989  -1.2529  0.002
N  1.4757  -0.1856  0.4531  -0.006
H  0.1314  -0.6489  4.6547  0.000
H  1.3912  0.5848  4.5264  -0.002
H  1.8158  -1.1154  4.3532  -0.002
H  -3.4690  -1.6896  4.0288  0.000
H  -4.3813  -1.9566  2.5715  0.001
H  3.4374  0.2783  3.1714  0.000
H  5.1957  0.6520  1.4872  0.000
H  4.6689  -0.4058  -0.7268  0.000
H  1.8782  1.9143  -1.8309  0.000
N  0.8938  -2.0062  -3.4930  0.007
C  0.9426  -1.3197  -2.3471  0.011
O  -0.1481  -0.8808  -1.8569  0.100
C  2.2149  -1.0971  -1.7232  -0.014
C  2.4235  -0.1088  -0.6203  0.008
N  3.7548  1.5000  -0.9500  -0.004
C  3.3216  -1.7333  -2.2806  -0.002
N  4.2103  -2.2973  -2.7473  -0.008
H  -0.0020  -2.2263  -3.9036  0.000
H  1.7262  -2.3774  -3.9257  0.000
C  -2.1337  5.3905  -0.8001  0.000
Ge  -3.0040  4.4842  0.7358  -0.001
C  -2.1828  5.0710  2.4358  0.000
C  -4.9804  4.5239  0.6642  -0.001
C  -2.5958  2.4148  0.6596  -0.002
Se  -0.9061  2.0050  -0.1007  -0.024
C  -1.4577  2.0479  -1.9599  0.001
H  -2.1602  6.4582  -0.5970  0.000
H  -2.6599  5.2321  -1.7363  0.000
H  -1.0913  5.0987  -0.9084  0.000
H  -2.2349  6.1549  2.4855  0.000
H  -1.1371  4.7829  2.4940  0.000
H  -2.7095  4.6720  3.2966  0.000
H  -5.3200  5.5460  0.8013  0.000
H  -5.4152  3.9155  1.4509  0.000
H  -5.3475  4.1750  -0.2963  0.000
H  -3.3665  1.8877  0.1014  -0.001
H  -2.5993  2.0717  1.6919  0.000
H  -1.9346  3.0068  -2.1513  0.000
H  -2.1592  1.2352  -2.1453  0.000
H  -0.5882  1.9406  -2.6032  0.000

Atomic forces in eV per Å
-0.8 0.0 -1.1
-0.2 0.0 0.1
0.1 0.0 0.3
0.0 0.1 -0.9
-0.4 -0.1 1.4
0.4 0.4 -0.5
-0.2 0.0 0.0
1.3 0.0 -0.2
-0.2 0.1 0.1
0.2 0.0 0.0
-0.3 -0.1 -0.1
-0.5 0.0 -0.2
-0.3 -1.0 1.2
-1.2 -0.8 0.4
0.1 0.0 0.0
0.0 0.0 0.0
0.1 -0.1 0.0
0.0 0.0 0.0
0.1 0.0 0.1
0.0 0.0 0.1
0.1 0.0 0.1
-0.1 -0.1 0.0
-0.1 0.3 -0.3
-0.8 -0.1 -0.1
4.7 -0.7 -0.4
-2.3 1.3 1.8
-2.1 -0.6 -0.1
0.4 0.9 -1.7
1.3 1.0 -0.2
0.3 -0.3 -0.1
0.3 -0.1 -0.2
0.2 0.0 0.1
0.0 0.1 0.1
-0.3 -0.3 0.5
0.1 -0.3 0.0
-0.3 -0.1 -0.5
0.7 0.0 0.1
-0.7 0.8 0.3
0.5 -0.3 -0.1
-0.1 -0.1 -0.3
0.0 0.1 0.0
-0.1 -0.1 -0.1
0.1 0.0 0.0
0.0 0.1 0.0
0.1 0.0 -0.1
-0.1 -0.1 0.1
0.0 0.1 0.0
0.0 -0.1 0.1
0.0 -0.1 -0.1
0.0 -0.1 -0.1
0.1 0.0 0.1
0.0 0.0 0.2
0.0 0.1 0.0
0.1 0.0 0.1

Properties
- Strongest force on any atom: 4.81 eV/Å
- Spin multiplicity: 2
- Charge: +2
- ΔE to the lowest compared entry with this formula, charge and spin: 96.93 kcal/mol
- Energy: -165322.092 eV
- ⟨S²⟩: 0.809

No. 2
Formula: C17H25N2O4PS
Source: the Open Molecules 2025 dataset
Level of theory: ωB97M-V/def2-TZVPD

Each line ends with the natural charge from an NBO analysis.
Geometry (Å):
C  -0.8149  5.5097  0.0509  -0.993
P  -0.6796  3.7731  -0.4347  1.078
O  0.2379  3.1377  0.7921  -0.965
C  -2.3415  2.9677  -0.2570  -0.824
C  -3.2687  3.2898  -1.4448  -0.419
C  -4.3713  4.3163  -1.1809  -0.440
C  -4.2435  5.0580  0.1112  -0.088
O  -4.3200  4.1666  1.2461  -0.679
S  -3.1258  3.1403  1.3654  2.390
O  -3.6847  1.8700  1.7070  -0.965
O  -2.1600  3.6333  2.2850  -0.941
H  -1.4637  6.0519  -0.6242  0.242
H  -1.1162  5.6507  1.0812  0.262
H  0.1792  5.9219  -0.0718  0.259
H  0.9533  2.6635  0.3301  0.483
H  -2.1279  1.9092  -0.2848  0.259
H  -2.6538  3.5519  -2.2982  0.232
H  -3.7542  2.3603  -1.7110  0.228
H  -5.3356  3.8251  -1.1859  0.231
H  -4.3633  5.0521  -1.9766  0.236
H  -3.3707  5.6953  0.1744  0.191
H  -5.1006  5.7092  0.2110  0.227
C  -1.2653  -1.0899  3.1625  -0.418
N  -0.3162  -1.7242  2.2104  -0.233
C  0.3593  -0.9404  1.3557  0.104
C  1.2780  -1.4774  0.4847  -0.201
C  1.5160  -2.8494  0.4915  0.028
C  0.7854  -3.6378  1.3738  -0.212
C  -0.1266  -3.0499  2.2212  0.122
C  2.5323  -3.4634  -0.4016  0.039
C  3.5818  -4.2072  0.1282  -0.200
C  4.4954  -4.7991  -0.7141  0.110
N  4.3847  -4.6717  -2.0441  -0.236
C  3.3921  -3.9455  -2.5821  0.105
C  2.4570  -3.3298  -1.7858  -0.198
C  5.3517  -5.3466  -2.9471  -0.412
H  -1.9947  -0.5154  2.5932  0.269
H  -0.6968  -0.4372  3.8196  0.253
H  -1.7632  -1.8595  3.7412  0.241
H  0.1481  0.1214  1.3987  0.268
H  1.8152  -0.8155  -0.1800  0.258
H  0.9124  -4.7107  1.4081  0.263
H  -0.7104  -3.6263  2.9234  0.257
H  3.7034  -4.3278  1.1955  0.264
H  5.3224  -5.3846  -0.3410  0.258
H  3.3646  -3.8808  -3.6606  0.258
H  1.6634  -2.7658  -2.2557  0.264
H  5.8174  -4.5975  -3.5814  0.250
H  4.8117  -6.0744  -3.5468  0.250
H  6.1067  -5.8470  -2.3518  0.245

Atomic forces in eV per Å
0.0 -0.2 0.4
0.3 0.0 -1.1
0.3 -0.6 -0.2
-0.3 1.1 0.5
-0.2 -0.5 0.2
0.4 0.0 -0.2
-0.5 0.6 0.0
0.4 -0.4 -0.5
0.2 -0.8 0.6
-0.5 -0.6 -0.2
0.5 0.7 0.2
-0.2 0.1 -0.2
-0.2 0.0 0.2
0.3 0.1 -0.1
-0.3 0.5 0.4
0.1 -0.3 0.2
0.2 0.2 -0.1
-0.1 -0.2 -0.2
-0.2 -0.1 -0.1
-0.2 0.2 -0.2
0.3 -0.1 0.1
-0.2 0.1 0.2
0.0 0.1 -0.1
-0.1 0.0 0.1
0.0 0.1 0.0
0.1 0.0 -0.1
-0.1 0.1 0.1
0.1 -0.1 0.0
0.0 0.0 0.0
0.1 -0.1 -0.1
-0.1 0.0 0.1
0.0 0.0 0.0
0.1 -0.1 0.0
0.0 0.0 0.0
-0.1 0.1 0.0
-0.1 0.1 0.0
0.0 0.1 0.1
0.0 0.0 0.0
0.0 0.0 0.0
0.0 0.0 0.1
0.0 0.0 0.0
0.0 0.0 0.0
0.0 0.0 0.0
0.0 0.0 0.0
0.0 0.0 0.0
0.0 0.0 0.0
0.0 0.0 0.0
0.0 0.0 0.0
0.0 0.0 0.0
0.0 0.0 0.0

Properties
- Strongest force on any atom: 1.25 eV/Å
- Charge: +2
- Energy: -49313.481 eV

No. 3
Formula: C17H25N3O3
Source: the Open Molecules 2025 dataset
Level of theory: ωB97M-V/def2-TZVPD

Each line ends with the natural charge from an NBO analysis.
Geometry (Å):
C  -3.8532  -3.5080  -1.5483  -0.409
N  -2.9634  -2.7943  -0.6364  -0.606
C  -1.6460  -2.6567  -0.8178  0.675
O  -1.0815  -3.1517  -1.7902  -0.653
C  -0.8131  -1.8777  0.2221  -0.126
C  0.4582  -2.6554  0.5937  -0.396
C  0.8201  -2.1006  1.9655  -0.409
C  -0.5553  -1.9147  2.5971  -0.209
N  -1.4399  -1.5171  1.5075  -0.436
C  -2.5047  -0.7005  1.6482  0.689
C  -2.9257  -0.2544  3.0382  -0.704
O  -3.1832  -0.3250  0.6999  -0.655
H  -4.8830  -3.4387  -1.1965  0.204
H  -3.7813  -3.0661  -2.5442  0.207
H  -3.5557  -4.5564  -1.6092  0.205
H  -3.3771  -2.2364  0.0986  0.418
H  -0.5257  -0.9440  -0.2529  0.235
H  1.2588  -2.5031  -0.1295  0.241
H  0.2306  -3.7194  0.6841  0.211
H  1.3131  -1.1329  1.8568  0.210
H  1.4382  -2.7937  2.5362  0.218
H  -0.9035  -2.8598  3.0164  0.188
H  -0.4913  -1.1587  3.3791  0.208
H  -3.8668  0.2885  2.9621  0.244
H  -2.1658  0.4074  3.4491  0.227
H  -3.0594  -1.1225  3.6802  0.221
C  0.0027  5.5346  -0.8609  -0.601
C  0.0215  4.0082  -0.8966  -0.385
C  1.3775  3.4504  -0.4323  -0.498
C  1.3611  1.9175  -0.3776  0.583
O  0.4448  1.3556  0.2107  -0.550
C  2.4158  1.1076  -0.9868  -0.207
C  3.7502  1.5261  -1.0427  -0.137
C  4.6836  0.6684  -1.6203  -0.260
C  4.2725  -0.5672  -2.1225  0.051
N  2.9942  -0.9602  -2.0753  -0.407
C  2.0840  -0.1414  -1.5247  0.080
H  0.7779  5.9441  -1.5159  0.199
H  0.1746  5.8967  0.1575  0.201
H  -0.9701  5.9040  -1.2005  0.215
H  -0.1889  3.6638  -1.9147  0.202
H  -0.7775  3.6345  -0.2469  0.222
H  1.6193  3.8310  0.5641  0.230
H  2.1528  3.7928  -1.1227  0.206
H  4.0705  2.4824  -0.6347  0.221
H  5.7307  0.9428  -1.6801  0.221
H  5.0084  -1.2315  -2.5657  0.200
H  1.0508  -0.4684  -1.5212  0.216

Atomic forces in eV per Å
0.7 0.2 -0.1
-0.8 0.1 1.0
0.3 -0.5 -0.6
0.2 0.3 0.4
-0.5 0.1 -0.6
0.0 0.1 0.2
-0.4 -0.1 -0.3
0.3 0.1 0.6
0.5 -0.4 0.1
-0.6 0.5 0.1
0.3 -0.3 -0.2
0.2 -0.1 -0.4
0.2 0.1 0.1
-0.1 -0.1 0.0
-0.1 0.0 -0.1
0.0 0.0 -0.3
-0.1 0.2 -0.2
-0.2 -0.2 -0.1
0.1 0.0 -0.2
0.1 0.0 0.1
0.1 0.2 0.0
0.0 0.0 0.2
-0.3 -0.1 0.1
0.1 -0.1 -0.1
0.0 0.0 0.2
0.1 0.0 0.2
0.0 -0.1 -0.1
0.0 0.1 0.3
0.0 -0.4 -0.5
-1.4 0.4 1.2
0.5 0.3 -0.4
0.9 -0.2 -0.5
0.0 -0.5 -0.3
0.0 0.0 0.1
-0.6 0.7 0.5
-0.2 0.1 0.0
1.0 -0.1 -0.2
-0.1 0.1 0.1
0.0 0.0 -0.1
0.2 0.0 0.1
0.0 -0.1 0.1
0.2 -0.1 -0.1
0.0 -0.1 0.0
0.0 0.0 0.1
-0.1 -0.1 -0.1
-0.1 0.0 0.0
-0.2 -0.1 0.0
0.1 -0.1 -0.1

Properties
- Strongest force on any atom: 1.86 eV/Å
- Structure (SMILES): CNC(=O)[C@@H]1CCCN1C(C)=O.CCCC(=O)c1cccnc1
- ΔE to the lowest compared entry with this formula, charge and spin: 46.31 kcal/mol
- Energy: -28648.305 eV

No. 4
Formula: C17H25N3O5S
Source: the Open Molecules 2025 dataset
Level of theory: ωB97M-V/def2-TZVPD

Each line ends with the natural charge from an NBO analysis.
Geometry (Å):
C  -2.3733  -2.2859  5.9682  -0.415
N  -2.3313  -1.5416  4.7112  -0.602
C  -1.2957  -0.7874  4.3193  0.656
O  -0.2890  -0.6603  5.0064  -0.632
C  -1.4140  -0.1066  2.9475  -0.142
N  -0.9223  1.2925  2.8975  -0.620
C  0.3013  1.8193  3.0034  0.679
C  1.5596  0.9746  2.9542  -0.725
O  0.4106  3.0328  3.0605  -0.623
C  -0.8496  -0.9897  1.8202  0.095
C  -1.6032  -2.3098  1.6468  -0.625
O  -0.9641  -0.3124  0.5930  -0.713
H  -2.4176  -1.5894  6.8076  0.210
H  -3.2478  -2.9372  5.9925  0.208
H  -1.4716  -2.8938  6.0684  0.216
H  -3.1286  -1.6127  4.0984  0.395
H  -2.4817  -0.0358  2.7446  0.208
H  -1.6361  2.0050  2.8967  0.414
H  1.6459  0.4926  1.9860  0.208
H  1.5576  0.2382  3.7503  0.260
H  2.4181  1.6292  3.0990  0.245
H  0.1986  -1.2136  2.0121  0.169
H  -2.6686  -2.1218  1.5092  0.204
H  -1.4466  -2.9517  2.5128  0.215
H  -1.2202  -2.8269  0.7661  0.237
H  -0.5307  0.5416  0.6726  0.477
C  0.7845  -2.3984  -5.5991  -0.251
O  1.2666  -2.1231  -4.2763  -0.493
C  1.1706  -0.8354  -3.7829  0.247
C  0.5075  0.2095  -4.4674  -0.278
C  0.4475  1.4876  -3.9214  0.067
N  -0.1776  2.5653  -4.5293  -0.431
C  -0.0559  3.6326  -3.7723  0.100
C  -0.6333  4.9561  -4.1683  -0.661
S  0.8244  3.4187  -2.2621  0.347
C  1.0403  1.7485  -2.6993  -0.156
C  1.6988  0.7438  -1.9965  -0.338
C  1.7661  -0.5648  -2.5229  0.336
O  2.4064  -1.5989  -1.8681  -0.505
C  2.7586  -1.4232  -0.4888  -0.251
H  1.2860  -1.7645  -6.3373  0.180
H  -0.2965  -2.2386  -5.6603  0.177
H  0.9889  -3.4430  -5.8517  0.201
H  0.0267  0.0635  -5.4259  0.233
H  -1.1866  4.8656  -5.1075  0.243
H  0.1681  5.6878  -4.3011  0.230
H  -1.3118  5.3153  -3.3898  0.229
H  2.1558  1.0087  -1.0514  0.222
H  1.8902  -1.1078  0.0973  0.174
H  3.5571  -0.6824  -0.3822  0.175
H  3.1182  -2.3720  -0.0803  0.203

Atomic forces in eV per Å
0.4 0.3 -0.1
-1.0 -0.4 -0.2
1.4 0.5 0.5
-0.3 0.0 -0.2
-0.2 0.3 0.0
-1.6 -1.9 0.1
1.9 0.9 0.0
-0.2 0.0 0.3
-0.1 0.3 0.1
-0.1 -0.3 -0.2
0.3 0.3 0.3
-0.1 0.0 -0.3
0.0 -0.1 0.0
0.1 0.2 -0.1
-0.1 0.1 0.0
0.1 0.0 0.1
-0.1 0.2 -0.2
0.0 0.0 0.1
0.1 -0.2 -0.2
-0.1 -0.3 0.0
-0.2 0.1 -0.1
0.2 -0.1 0.2
0.0 0.0 0.0
-0.1 0.0 0.0
0.0 0.1 0.0
0.0 0.2 0.0
0.0 0.4 0.3
0.1 0.3 0.1
-0.6 0.3 -1.0
0.5 -1.1 0.4
-0.1 0.0 -0.2
0.2 1.3 1.1
-0.3 -1.0 -1.1
0.1 0.0 0.1
-0.3 -0.2 -0.5
0.3 -0.2 0.4
0.1 -0.8 -0.2
0.3 0.7 0.9
-0.3 0.1 0.0
-0.1 0.3 -0.4
0.0 0.0 0.1
0.1 0.0 0.0
0.1 0.2 0.4
0.1 -0.2 0.1
0.2 -0.1 0.2
-0.1 0.0 0.0
0.1 0.1 -0.1
0.1 -0.3 0.0
0.0 0.1 -0.1
-0.1 0.0 0.0
-0.1 0.1 -0.5

Properties
- Strongest force on any atom: 2.50 eV/Å
- Structure (SMILES): CNC(=O)[C@@H](NC(C)=O)[C@@H](C)O.COc1cc2nc(C)sc2cc1OC
- ΔE to the lowest compared entry with this formula, charge and spin: 17.19 kcal/mol
- Energy: -43577.796 eV

No. 5
Formula: C17H25N4NiO2P2S5
Source: the Open Molecules 2025 dataset
Level of theory: ωB97M-V/def2-TZVPD

Each line ends with the Löwdin spin population.
Geometry (Å):
Ni  0.8941  0.1379  -0.8580  0.952
S  3.0995  -0.0323  -1.7607  0.401
C  4.0583  -1.3257  -1.1162  0.029
S  4.5773  -1.1216  0.4755  0.463
C  4.4382  -2.4102  -1.9079  0.007
C  4.1089  -2.5227  -3.2552  0.007
N  3.8520  -2.6745  -4.3723  0.005
C  5.1527  -3.4888  -1.3837  0.010
N  5.7142  -4.4182  -0.9914  0.007
C  -4.4711  3.5374  1.9842  0.000
C  -3.2064  2.6934  1.9689  0.000
O  -3.0058  2.2260  0.6565  0.001
P  -1.8526  1.0948  0.3129  0.000
S  -1.6800  -0.0601  1.9109  0.001
S  -0.4523  2.0998  -0.6892  0.036
O  -2.6972  0.3101  -0.8461  0.000
C  -3.9258  -0.2744  -0.4824  0.000
C  -5.0832  0.4573  -1.1465  0.000
H  -4.6321  3.9376  2.9811  0.000
H  -5.3269  2.9309  1.6967  0.000
H  -4.3766  4.3559  1.2751  0.000
H  -3.3002  1.8351  2.6482  0.000
H  -2.3400  3.2807  2.2917  0.000
H  -4.0376  -0.2505  0.6081  0.000
H  -3.8991  -1.3233  -0.7956  0.000
H  -4.9885  1.5235  -0.9543  0.000
H  -6.0313  0.1006  -0.7444  0.000
H  -5.0645  0.2930  -2.2226  0.000
C  0.8909  0.1339  -4.2218  0.007
P  0.0832  -0.7038  -2.7978  0.017
C  -1.6532  -0.5896  -3.4194  0.004
C  0.4545  -2.4592  -3.2114  0.013
H  0.5685  -0.3136  -5.1602  -0.001
H  1.9677  0.0395  -4.1101  0.010
H  0.6208  1.1886  -4.1993  0.000
H  -1.6921  -0.8509  -4.4789  0.001
H  -2.0024  0.4318  -3.2796  0.000
H  -2.2943  -1.2575  -2.8480  0.000
H  0.0239  -2.7246  -4.1770  0.002
H  0.0535  -3.1079  -2.4329  0.001
H  1.5357  -2.5791  -3.2553  0.001
N  2.9115  -0.7386  5.8614  0.069
C  2.9243  0.4071  5.0556  0.227
S  3.4367  1.8456  5.8068  0.199
C  2.4736  0.3395  3.7302  0.108
C  1.9304  -0.8508  3.1707  0.087
C  1.5263  -0.8879  1.8679  0.024
N  1.5839  0.1714  1.0386  0.171
C  2.0807  1.3188  1.5534  0.026
C  2.5212  1.4439  2.8381  0.079
H  3.4336  -0.6051  6.7162  0.008
H  3.1633  -1.5924  5.3807  0.008
H  1.8078  -1.7306  3.7836  0.009
H  1.1073  -1.7995  1.4509  0.002
H  2.1125  2.1658  0.8725  0.000
H  2.9060  2.3930  3.1816  0.009

Atomic forces in eV per Å
0.4 -0.2 0.1
0.5 0.0 0.7
0.4 -0.3 -0.3
-0.4 0.5 -0.4
-0.3 0.7 0.6
-0.4 0.0 -1.1
0.0 0.1 0.0
0.5 -0.8 0.5
0.1 0.0 0.0
0.4 -0.2 -0.1
-0.1 0.0 0.5
0.1 -0.2 -0.4
-0.9 0.1 0.3
0.4 0.3 -0.7
0.0 -0.3 0.3
0.5 0.3 0.0
-0.5 -0.1 0.3
0.3 -0.1 0.0
-0.1 0.1 0.1
-0.1 -0.1 0.0
0.0 0.2 0.0
0.0 0.2 -0.1
0.0 0.0 0.0
0.0 -0.1 -0.2
0.0 0.0 0.1
0.0 0.1 0.0
-0.1 0.0 0.0
-0.1 0.0 -0.1
-0.1 -0.1 0.3
-0.3 -0.2 -0.7
0.2 0.0 0.2
0.0 0.3 0.2
0.0 0.0 -0.1
0.1 0.0 -0.2
0.0 0.1 0.0
0.1 -0.1 0.0
-0.1 0.0 0.1
-0.1 0.0 0.0
0.0 0.0 -0.1
0.0 0.0 0.0
0.0 -0.1 0.0
-0.2 -0.4 -0.2
0.3 0.6 0.6
0.1 0.2 0.2
-0.2 -0.3 -0.3
0.2 0.0 0.1
-0.1 0.1 -0.2
-0.2 -0.1 0.0
0.0 -0.1 0.0
0.0 0.2 0.0
0.0 0.1 -0.2
0.0 0.0 0.0
0.0 -0.1 0.0
0.0 0.1 0.0
0.0 -0.1 0.1
0.0 0.0 0.1

Properties
- Strongest force on any atom: 1.21 eV/Å
- Spin multiplicity: 4
- Charge: -2
- ΔE to the lowest compared entry with this formula, charge and spin: 57.55 kcal/mol
- Energy: -141891.434 eV
- ⟨S²⟩: 3.784